Record 1
A cluster of 8 separate species, C42H74N2O20 in total at a distorted geometry, computed with wB97M-V/def2-TZVPD.

Geometry as XYZ:
```
138
Properties=species:S:1:pos:R:3:mulliken_charge:R:1
C -3.779 -0.843 -0.639 -2.409
C -2.547 -1.295 0.090 3.065
C -2.744 -2.615 0.874 -1.555
C -1.474 -1.536 -1.039 -1.646
C -0.013 -1.486 -0.685 -0.905
C 0.188 -0.111 -0.006 -0.808
C -0.813 0.089 1.216 2.170
C -0.438 -0.754 2.437 -1.668
C -0.602 1.583 1.527 -2.238
N -2.198 -0.013 0.818 0.516
O -2.995 0.068 1.964 -0.579
H -3.610 0.159 -1.034 0.299
H -3.936 -1.568 -1.437 0.499
H -4.617 -0.688 0.040 0.482
H -3.511 -3.290 0.494 -0.342
H -1.802 -3.152 0.761 0.499
H -2.852 -2.433 1.943 0.318
H -1.562 -2.551 -1.428 0.629
H -1.509 -0.934 -1.947 0.265
H 0.388 -2.230 0.004 0.152
H 0.641 -1.528 -1.556 0.525
H 0.041 0.640 -0.782 -0.364
H 1.190 -0.005 0.411 0.491
H -0.933 -0.308 3.300 0.301
H 0.645 -0.707 2.546 0.283
H -0.776 -1.774 2.255 0.345
H -1.264 1.899 2.332 0.374
H -0.678 2.205 0.635 0.342
H 0.436 1.811 1.771 0.429
H -3.792 0.494 1.641 0.373
C 4.201 1.045 0.076 -1.687
C 5.602 1.299 -0.659 2.008
C 6.391 2.384 0.221 -2.024
C 6.318 -0.087 -0.521 -1.190
C 6.152 -1.042 -1.770 -0.541
C 6.377 -0.250 -3.048 -1.290
C 5.421 1.008 -3.309 1.421
C 5.740 1.899 -4.495 -1.905
C 3.847 0.602 -3.431 -1.209
N 5.506 1.804 -2.030 0.188
O 4.957 3.064 -2.122 -0.447
H 3.718 0.156 -0.330 0.097
H 4.229 1.043 1.165 0.471
H 3.576 1.806 -0.391 0.310
H 7.096 2.991 -0.346 0.418
H 5.799 3.086 0.808 0.347
H 6.986 1.973 1.037 0.473
H 7.252 0.040 0.027 0.509
H 5.836 -0.616 0.301 0.240
H 6.908 -1.788 -1.526 0.407
H 5.131 -1.424 -1.777 0.244
H 6.272 -0.888 -3.926 0.472
H 7.425 0.044 -3.096 0.379
H 6.654 2.481 -4.382 0.439
H 4.976 2.672 -4.578 0.355
H 5.761 1.297 -5.404 0.394
H 3.702 0.007 -4.333 0.496
H 3.237 1.503 -3.367 0.289
H 3.491 0.038 -2.569 0.056
H 4.077 2.936 -1.762 0.319
C -0.816 6.977 -2.815 -1.365
C 0.079 6.230 -1.771 0.442
C -0.693 5.829 -0.555 -0.610
O -0.233 4.519 -0.353 -0.235
C 0.475 4.019 -1.381 0.515
O 1.124 2.934 -1.493 -0.368
O 0.601 5.026 -2.332 -0.326
H -1.418 6.203 -3.289 0.326
H -0.143 7.482 -3.508 0.351
H -1.374 7.847 -2.469 0.377
H 0.987 6.744 -1.455 0.329
H -1.782 5.830 -0.508 0.272
H -0.280 6.361 0.302 0.302
C -2.215 1.506 -3.209 -1.483
C -1.421 1.994 -4.449 1.030
C -0.288 1.133 -4.828 -0.373
O -0.553 0.699 -6.201 -0.358
C -1.721 1.184 -6.561 0.572
O -2.383 1.012 -7.627 -0.612
O -2.237 1.945 -5.566 -0.433
H -2.931 2.285 -2.949 0.530
H -1.690 1.223 -2.296 0.265
H -2.880 0.733 -3.594 0.514
H -1.014 2.982 -4.237 -0.017
H 0.174 0.462 -4.105 0.190
H 0.556 1.821 -4.876 0.247
C 3.236 -3.119 1.750 -1.124
C 4.012 -4.558 1.800 0.271
C 5.016 -4.659 2.834 -0.414
O 4.853 -5.857 3.402 -0.382
C 3.593 -6.394 3.178 0.647
O 3.142 -7.428 3.603 -0.529
O 3.053 -5.500 2.240 -0.396
H 2.492 -3.021 2.541 0.202
H 2.553 -3.215 0.906 0.264
H 3.893 -2.253 1.680 0.449
H 4.335 -4.824 0.793 0.417
H 4.815 -3.895 3.585 0.272
H 6.000 -4.467 2.407 0.363
C -4.477 4.046 2.021 -1.278
C -5.976 4.413 1.635 0.466
C -6.096 5.857 1.332 -0.394
O -6.703 5.916 0.109 -0.351
C -6.525 4.727 -0.626 0.663
O -6.703 4.559 -1.845 -0.549
O -6.243 3.820 0.283 -0.360
H -3.971 4.162 1.062 0.322
H -4.244 3.065 2.433 0.224
H -4.156 4.689 2.840 0.398
H -6.579 4.134 2.499 0.301
H -5.103 6.289 1.454 0.251
H -6.751 6.236 2.116 0.314
C -1.457 -2.154 6.276 -1.137
C 0.046 -2.015 6.682 0.514
C 0.422 -3.191 7.553 -0.525
O 1.683 -3.582 7.059 -0.344
C 1.758 -3.070 5.803 0.374
O 2.519 -3.468 5.002 -0.447
O 0.797 -2.220 5.448 -0.077
H -1.684 -3.170 5.952 0.352
H -1.721 -1.647 5.348 0.051
H -2.217 -1.875 7.006 0.423
H 0.115 -1.160 7.354 0.240
H -0.328 -3.976 7.450 0.247
H 0.697 -3.041 8.596 0.319
C -6.218 -3.949 -0.556 -1.357
C -5.690 -5.166 -1.274 0.738
C -4.534 -5.852 -0.590 -0.276
O -5.047 -7.208 -0.474 -0.413
C -6.338 -7.373 -0.988 0.629
O -7.067 -8.408 -1.018 -0.559
O -6.676 -6.130 -1.383 -0.389
H -6.371 -4.237 0.484 0.385
H -7.175 -3.609 -0.952 0.405
H -5.556 -3.087 -0.475 0.185
H -5.326 -4.819 -2.241 0.231
H -4.057 -5.481 0.317 0.184
H -3.687 -6.021 -1.256 0.233
```

The HOMO-LUMO gap comes out at 7.750 eV. The calculation puts the lowest unoccupied orbital energy at -0.0035 hartree. Its HOMO energy is -7.845 eV. The largest force on an atom is 6.163 eV/A. The total charge is 0. Its structure (SMILES) is CC1(C)CCCC(C)(C)N1O.CC1(C)CCCC(C)(C)N1O.C[C@H]1COC(=O)O1.C[C@H]1COC(=O)O1.C[C@H]1COC(=O)O1.C[C@H]1COC(=O)O1.C[C@H]1COC(=O)O1.C[C@H]1COC(=O)O1.



Record 2
A structure of composition C22H29N3O2S at a distorted geometry, computed with wB97M-V/def2-TZVPD.

Geometry as XYZ:
```
57
Properties=species:S:1:pos:R:3:mulliken_charge:R:1
C -6.141 2.868 -0.420 -0.990
C -6.088 1.442 0.051 -0.164
C -4.883 1.269 0.934 -0.707
C -4.906 -0.300 1.449 -0.947
N -4.001 -1.257 0.566 0.426
C -4.553 -1.635 -0.516 -1.234
H -4.293 -2.720 -0.548 0.613
C -3.908 -0.697 -1.836 -0.989
N -2.502 -0.665 -1.707 -0.017
C -1.758 0.351 -1.147 0.649
O -2.372 1.693 -0.994 -0.748
C -0.478 0.287 -0.929 0.069
C 0.434 -1.107 -0.935 -1.591
C 1.760 -0.560 -0.391 0.520
C 1.932 0.673 -0.263 0.614
C 3.147 1.138 0.399 0.610
C 3.486 2.355 0.617 -0.215
C 4.660 2.894 1.030 -0.872
C 5.837 2.131 0.980 -0.957
C 5.496 0.739 0.878 -0.329
C 4.218 0.218 0.279 0.837
N 3.916 -1.015 0.246 0.234
C 2.805 -1.506 -0.271 0.348
O 2.609 -2.755 -0.404 -0.756
C 5.109 -1.914 -0.056 -1.063
C 6.077 -2.054 -1.068 -1.772
H 6.448 -1.282 -1.225 0.535
H 6.825 -2.648 -0.982 0.531
H 5.318 -2.372 -1.818 0.337
H 5.725 -1.941 1.164 0.443
H 4.639 -2.951 0.223 0.512
H 6.330 -0.007 0.719 0.263
H 6.748 2.392 1.363 0.481
H 4.851 3.860 1.151 0.520
H 2.590 3.140 0.483 0.024
S 0.541 1.816 -0.300 -0.266
H 0.125 -1.913 -1.254 0.831
H -1.979 -1.560 -1.326 0.168
H -4.198 -1.102 -2.661 0.664
H -4.332 0.447 -1.565 0.186
H -5.511 -1.575 -0.480 0.539
C -3.451 -1.992 1.741 -0.665
C -4.272 -3.227 2.132 -1.726
H -4.751 -3.867 1.347 0.276
H -3.650 -3.824 2.571 0.602
H -4.751 -2.838 2.779 0.618
H -2.458 -2.617 0.906 0.179
H -2.667 -1.681 2.348 0.659
H -5.945 -0.619 1.381 0.448
H -4.731 -0.182 2.555 0.397
H -4.092 1.460 0.384 0.038
H -5.082 1.897 1.765 0.632
H -6.071 0.803 -0.874 0.167
H -7.098 1.230 0.722 0.281
H -5.154 2.949 -0.947 0.230
H -6.179 3.693 0.511 0.260
H -7.059 2.991 -1.236 0.267
```

The HOMO-LUMO gap comes out at 6.581 eV. The energy above the lowest of the compared OMol25 structures with the same formula, charge and spin is 21.595 eV. The calculation puts the lowest unoccupied orbital energy at -0.0518 hartree. Its HOMO energy is -7.991 eV. The largest force on an atom is 17.680 eV/A. The total charge is 0.



Record 3
The molecule H3N3O2 at a distorted geometry, computed with wB97M-V/def2-TZVPD.

Geometry as XYZ:
```
8
Properties=species:S:1:pos:R:3:mulliken_charge:R:1
O 1.239 2.363 0.054 -0.490
N 1.289 1.162 0.235 0.091
N 0.207 -0.084 -0.327 -0.564
N 0.076 0.584 0.939 0.397
O 0.343 -0.086 1.975 -0.470
H -0.381 0.478 -0.960 0.261
H -0.960 0.962 1.015 0.341
H 1.234 -0.498 1.929 0.434
```

The HOMO-LUMO gap (alpha / beta) comes out at 9.507 / 9.507 eV. The energy above the lowest of the compared OMol25 structures with the same formula, charge and spin is 3.799 eV. The calculation puts the lowest unoccupied orbital energy (alpha / beta) at 0.0234 / 0.0234 hartree. Its HOMO energy (alpha / beta) is -8.871 / -8.871 eV. The largest force on an atom is 6.063 eV/A. The total charge is 0. Its structure (SMILES) is [O-]N1N[N@H+]1O.



Record 4
The molecule C5H5N at a distorted geometry, computed with wB97M-V/def2-TZVPD.

Geometry as XYZ:
```
11
Properties=species:S:1:pos:R:3:mulliken_charge:R:1
C -1.134 0.825 0.880 -0.523
C -2.249 0.610 1.243 0.148
C 0.214 0.929 0.254 -0.730
C 0.410 -0.017 -0.926 -0.227
C 1.282 -2.316 -0.607 -0.290
N 1.037 -1.138 -0.775 -0.024
H -3.263 0.585 1.432 0.457
H 0.320 1.868 -0.118 0.279
H 0.948 1.006 1.079 0.331
H 0.210 0.398 -1.937 0.333
H 2.224 -2.749 -0.525 0.245
```

The HOMO-LUMO gap comes out at 8.830 eV. The energy above the lowest of the compared OMol25 structures with the same formula, charge and spin is 4.967 eV. The calculation puts the lowest unoccupied orbital energy at 0.0326 hartree. Its HOMO energy is -7.943 eV. The largest force on an atom is 3.282 eV/A. The total charge is 0.



Record 5
A cluster of 6 separate species, C26H66BrFN5O12P in total at a distorted geometry, computed with wB97M-V/def2-TZVPD.

Geometry as XYZ:
```
112
Properties=species:S:1:pos:R:3:mulliken_charge:R:1
C 2.030 -1.277 0.737 -0.751
C 2.422 -0.427 -0.592 0.625
O 1.441 0.568 -0.955 -0.207
C 1.404 1.664 -0.021 -0.201
C -0.044 2.392 -0.245 -0.233
O -0.946 1.460 -0.901 -0.279
C -2.029 1.083 -0.078 0.546
F -2.765 2.167 0.486 -0.244
O -1.585 0.102 0.898 -0.020
C -2.142 0.374 2.181 0.470
O -3.186 -0.233 2.495 -0.481
Br -1.424 1.667 3.491 -0.047
P -3.265 0.169 -1.242 0.761
O -3.377 0.871 -2.596 -0.683
O -4.790 0.281 -0.481 -0.507
O -2.917 -1.489 -1.370 -0.505
H 1.679 -2.335 0.505 0.334
H 2.944 -1.278 1.419 0.271
H 1.169 -0.753 1.297 0.036
H 2.425 -1.206 -1.458 -0.521
H 3.502 -0.028 -0.552 0.223
H 2.209 2.454 -0.175 0.098
H 1.427 1.361 1.078 0.155
H -0.375 2.738 0.788 -0.029
H 0.068 3.290 -0.952 0.492
H -4.880 -0.459 0.172 0.328
H -2.043 -1.574 -1.813 0.348
C -1.244 7.560 3.692 -0.734
O -1.435 6.165 3.515 -0.329
C -2.493 5.610 4.291 -0.308
C -3.901 5.830 3.700 0.392
C -4.430 7.250 3.889 -1.462
N -3.946 5.492 2.271 -0.685
H -1.448 7.875 4.719 0.323
H -1.868 8.115 2.990 0.260
H -0.203 7.791 3.458 0.238
H -2.305 4.532 4.314 -0.041
H -2.434 5.958 5.329 0.435
H -4.585 5.159 4.231 0.394
H -3.988 7.962 3.189 0.271
H -5.511 7.275 3.721 0.377
H -4.242 7.607 4.905 0.345
H -3.694 4.510 2.160 0.189
H -3.178 5.989 1.818 0.337
C 3.936 -2.830 -3.435 -0.797
O 2.780 -2.049 -3.697 -0.162
C 2.735 -1.483 -5.004 -0.894
C 2.271 -2.456 -6.107 0.339
C 3.338 -3.467 -6.520 -1.481
N 1.056 -3.180 -5.710 -0.558
H 4.823 -2.431 -3.935 0.335
H 3.763 -3.865 -3.732 0.247
H 4.112 -2.823 -2.358 0.279
H 2.004 -0.670 -4.945 0.351
H 3.696 -1.017 -5.256 0.432
H 2.037 -1.856 -6.993 0.364
H 3.451 -4.281 -5.801 0.311
H 3.072 -3.928 -7.477 0.321
H 4.311 -2.983 -6.643 0.379
H 0.315 -2.502 -5.537 0.265
H 1.231 -3.583 -4.788 0.281
C -2.992 -1.008 5.620 -0.539
O -2.909 -0.402 6.902 -0.462
C -4.025 0.412 7.243 -0.620
C -5.257 -0.369 7.744 0.356
C -6.034 -1.066 6.631 -1.341
N -4.890 -1.361 8.762 -0.737
H -3.494 -0.364 4.894 0.180
H -3.501 -1.971 5.695 0.248
H -1.976 -1.201 5.270 0.322
H -3.680 1.054 8.061 0.378
H -4.283 1.081 6.412 0.310
H -5.937 0.357 8.204 0.389
H -5.550 -1.983 6.288 0.265
H -7.030 -1.351 6.986 0.351
H -6.166 -0.406 5.769 0.323
H -4.466 -0.876 9.552 0.270
H -4.121 -1.915 8.381 0.324
C -0.516 -7.178 -9.889 -0.667
O -0.331 -6.148 -8.931 -0.391
C -0.861 -6.439 -7.641 -0.641
C 0.035 -7.345 -6.771 0.354
C 0.000 -8.815 -7.180 -1.477
N 1.428 -6.883 -6.771 -0.719
H -1.464 -7.704 -9.748 0.305
H 0.320 -7.878 -9.852 0.229
H -0.516 -6.721 -10.881 0.256
H -0.949 -5.471 -7.137 0.321
H -1.879 -6.839 -7.724 0.434
H -0.344 -7.287 -5.745 0.398
H 0.597 -9.021 -8.070 0.275
H 0.406 -9.440 -6.378 0.376
H -1.025 -9.146 -7.372 0.348
H 1.457 -5.935 -6.397 0.234
H 1.707 -6.764 -7.746 0.333
C 6.551 3.337 4.054 -0.651
O 5.398 4.123 3.795 -0.381
C 5.350 4.690 2.490 -0.804
C 4.876 3.719 1.389 0.295
C 5.937 2.703 0.971 -1.473
N 3.660 3.000 1.790 -0.420
H 7.438 3.732 3.552 0.299
H 6.371 2.302 3.758 0.222
H 6.729 3.344 5.131 0.260
H 4.622 5.506 2.552 0.342
H 6.311 5.151 2.234 0.468
H 4.641 4.321 0.504 0.360
H 6.048 1.888 1.690 0.289
H 5.664 2.244 0.015 0.327
H 6.911 3.182 0.843 0.375
H 2.922 3.681 1.966 0.267
H 3.837 2.596 2.711 0.246
```

The HOMO-LUMO gap comes out at 8.614 eV. The calculation puts the lowest unoccupied orbital energy at -0.0134 hartree. Its HOMO energy is -8.979 eV. The largest force on an atom is 5.195 eV/A. The total charge is 0. Its structure (SMILES) is CCOCCO[C@](F)(OC(=O)Br)P(=O)(O)O.COC[C@@H](C)N.COC[C@@H](C)N.COC[C@@H](C)N.COC[C@@H](C)N.COC[C@@H](C)N.



Record 6
A cluster of 2 separate species, C5H12O in total at a distorted geometry, computed with wB97M-V/def2-TZVPD.

Geometry as XYZ:
```
18
Properties=species:S:1:pos:R:3:mulliken_charge:R:1
C 1.044 1.478 0.650 -1.171
C -0.405 1.328 1.054 -0.449
C -1.179 0.405 0.102 -0.657
C -0.660 -0.918 -0.138 0.616
C -1.462 -2.032 -0.425 -0.674
H 1.155 1.821 -0.383 0.351
H 1.503 2.258 1.254 0.334
H 1.751 0.641 0.682 0.393
H -0.620 1.018 2.081 0.326
H -0.908 2.297 1.078 0.339
H -1.156 0.823 -0.938 0.378
H -2.257 0.362 0.280 0.441
H 0.415 -0.925 -0.022 0.027
H -2.535 -1.976 -0.290 0.328
H -0.967 -2.923 -0.792 0.316
H 1.946 -0.464 -1.633 0.335
H 2.010 -1.848 -0.905 0.345
O 2.324 -1.343 -1.654 -0.579
```

The HOMO-LUMO gap (alpha / beta) comes out at 9.997 / 6.334 eV. The energy above the lowest of the compared OMol25 structures with the same formula, charge and spin is 1.682 eV. The calculation puts the lowest unoccupied orbital energy (alpha / beta) at -0.1976 / -0.3317 hartree. Its HOMO energy (alpha / beta) is -15.375 / -15.360 eV. The largest force on an atom is 1.317 eV/A. The total charge is +1. Its spin multiplicity is 2.